[1]
Computed, not measured: a cluster of 2 separate species, C6H11NO in total, with ωB97M-V with the def2-TZVPD basis set.

* E: -365.06092 a.u.
* relative energy (zero: lowest compared OMol25 entry of this formula, charge and spin): 107.02 kcal/mol
* gap between HOMO and LUMO: 7.591 eV
* HOMO: -0.25677 hartree
* LUMO: 0.60 eV

Element x y z (Å)
C1 -1.21102 1.09334 -0.70881
C2 0.61592 0.95237 1.72660
C3 -0.11874 -1.90404 -1.12321
C4 0.06831 0.66352 -1.05064
C5 -0.26918 0.01809 0.96236
C6 0.59799 -0.63412 -0.80397
O1 0.96288 1.67129 -1.24466
N1 -1.08018 -0.85302 1.35487
H1 1.82269 1.28507 -1.45986
H2 -1.15129 -0.97358 2.35883
H3 -2.03353 0.39853 -0.68236
H4 -1.44064 2.14395 -0.82373
H5 1.68238 -0.68134 -0.73651
H6 1.41349 0.37319 2.19841
H7 0.02804 1.43420 2.51111
H8 1.06252 1.72685 1.10837
H9 -1.03153 -1.73689 -1.70078
H10 -0.44189 -2.39858 -0.19338
H11 0.52380 -2.57881 -1.69263

Forces on atoms 1 to 6 (eV/Å):
C 0.4 0.1 -1.0
C 0.0 0.2 -0.1
C -0.1 -0.1 0.0
C -1.0 1.5 0.5
C 1.2 -1.8 -0.3
C -0.7 -0.1 1.4

=====

[2]
Computed, not measured: an isolated molecule of C6H11NO, with ωB97M-V with the def2-TZVPD basis set.

* E: -364.99644 a.u.
* relative energy (zero: lowest compared OMol25 entry of this formula, charge and spin): 147.48 kcal/mol
* gap between HOMO and LUMO (spin up / spin down): 8.367 / 8.368 eV
* HOMO (spin up / spin down): -0.27328 / -0.27330 hartree
* LUMO (spin up / spin down): 0.93 / 0.93 eV

Element x y z (Å)
C1 -0.60943 0.27411 0.21284
C2 -1.15367 -0.87208 -0.03189
C3 1.50715 -0.74106 0.68589
C4 -0.65764 1.79522 0.14236
C5 -2.55327 -1.24181 -0.29910
C6 2.50575 0.22392 0.05432
N1 1.01106 -1.88662 0.01960
O1 -0.40287 -2.06213 0.17376
H1 1.52044 -0.68012 1.81809
H2 -0.04008 2.01250 0.99334
H3 -1.70223 2.14654 0.22834
H4 -0.25197 1.94922 -0.87222
H5 -3.26388 -0.42021 -0.04430
H6 -2.73152 -1.94558 0.44210
H7 -2.63432 -1.47550 -1.35520
H8 3.01831 0.64714 0.83563
H9 1.97416 1.01475 -0.51025
H10 3.12065 -0.37530 -0.53062
H11 1.23584 -1.86874 -1.03458

Forces on atoms 1 to 6 (eV/Å):
C 2.7 -0.2 0.6
C 0.7 1.1 0.7
C -3.6 2.0 0.1
C -0.8 -3.0 -0.7
C -0.3 2.3 -0.6
C -3.2 -0.9 -0.6

=====

[3]
Computed, not measured: an isolated molecule of C6H11NO, with ωB97M-V with the def2-TZVPD basis set.

* E: -365.15918 a.u.
* relative energy (zero: lowest compared OMol25 entry of this formula, charge and spin): 45.36 kcal/mol
* gap between HOMO and LUMO: 8.519 eV
* HOMO: -0.28282 hartree
* LUMO: 0.82 eV

Element x y z (Å)
C1 0.94416 -1.87792 0.43301
C2 -2.44927 0.64258 0.69825
N1 1.18179 -0.91700 -0.62597
C3 -1.18795 0.50899 -0.10555
C4 1.23676 0.44074 -0.30343
C5 0.01281 0.90865 0.34970
C6 2.24584 1.24317 -0.67488
O1 -1.36161 0.13602 -1.40921
H1 -2.27840 -0.13193 -1.55345
H2 1.96317 -1.19234 -1.20805
H3 0.09019 1.43483 1.28818
H4 1.76823 -1.93847 1.15698
H5 0.81386 -2.86523 -0.02272
H6 0.03632 -1.61355 0.96807
H7 -3.12813 1.35006 0.22160
H8 -2.96167 -0.31715 0.79105
H9 -2.23692 1.01870 1.69407
H10 3.12806 0.86152 -1.16998
H11 2.18277 2.30835 -0.52768

Forces on atoms 1 to 6 (eV/Å):
C 0.1 -0.3 -0.1
C 0.1 0.3 -0.2
N 0.6 -0.3 -0.3
C -0.3 1.2 0.2
C 0.4 0.5 -0.7
C -0.5 -0.7 0.0

=====

[4]
Computed, not measured: a cluster of 2 separate species, C6H11NO in total, with ωB97M-V with the def2-TZVPD basis set.

* E: -365.20736 a.u.
* relative energy (zero: lowest compared OMol25 entry of this formula, charge and spin): 15.13 kcal/mol
* gap between HOMO and LUMO: 8.569 eV
* HOMO: -0.28280 hartree
* LUMO: 0.87 eV

Element x y z (Å)
C1 -0.81594 -2.62416 0.56398
C2 -0.31622 -1.21027 0.54228
C3 0.71142 -0.61756 1.21109
N1 0.70960 0.72091 0.94329
C4 -0.41494 1.02784 0.22340
C5 -1.04786 -0.13007 -0.06916
C6 -0.75489 2.41523 -0.14194
H1 -0.07827 -3.23055 1.09517
H2 -1.72341 -2.68237 1.15915
H3 -0.99949 -3.00262 -0.43620
H4 1.47207 -1.10618 1.80697
H5 1.43109 1.34486 1.24162
H6 -1.89098 -0.20383 -0.73530
H7 -1.54038 2.52370 -0.89058
H8 -1.20243 2.93606 0.68568
H9 0.11717 3.02072 -0.38878
H10 1.80527 0.57317 -3.17192
H11 1.33768 -0.57657 -2.19384
O1 1.38954 0.37195 -2.32154

Forces on atoms 1 to 6 (eV/Å):
C 0.8 0.3 0.7
C -1.3 0.6 -0.2
C 0.7 -1.1 -0.2
N -0.5 0.0 0.5
C 0.5 0.4 -0.5
C 0.1 -0.7 -0.1

=====

[5]
Computed, not measured: an isolated molecule of C6H11NO, with ωB97M-V with the def2-TZVPD basis set.

* E: -365.12766 a.u.
* relative energy (zero: lowest compared OMol25 entry of this formula, charge and spin): 65.14 kcal/mol
* gap between HOMO and LUMO: 9.624 eV
* HOMO: -0.32086 hartree
* LUMO: 0.89 eV

Element x y z (Å)
C1 0.32068 1.71804 -1.33718
C2 -0.56543 0.49619 -1.10671
C3 0.04215 -0.21864 0.09875
C4 -0.08845 -1.68959 0.24714
C5 -0.72996 -0.06722 1.36054
C6 1.50030 0.26438 0.14989
H1 -0.03533 2.61777 -0.78763
H2 0.47189 1.90367 -2.37231
H3 -1.69741 0.76635 -0.97328
H4 -0.69211 -0.05165 -2.07227
H5 -0.78246 -2.11448 -0.48975
H6 0.64582 -2.46572 0.35710
H7 -1.42510 -1.98396 1.84148
H8 -1.66634 0.44913 1.13108
H9 -0.28764 0.48990 2.19493
H10 1.80526 0.70397 1.11675
H11 2.21074 -0.57556 -0.03504
N1 -0.63600 -1.47821 1.55692
O1 1.60938 1.23564 -0.88043

Forces on atoms 1 to 6 (eV/Å):
C 0.5 -1.1 1.5
C -2.7 0.4 -1.2
C 2.2 1.3 -1.4
C -1.7 -2.6 -0.5
C -0.6 1.7 1.4
C 0.2 0.2 -0.3

=====

[6]
Computed, not measured: a cluster of 2 separate species, C6H11NO in total, with ωB97M-V with the def2-TZVPD basis set.

* E: -365.13943 a.u.
* relative energy (zero: lowest compared OMol25 entry of this formula, charge and spin): 57.75 kcal/mol
* gap between HOMO and LUMO: 9.197 eV
* HOMO: -0.30255 hartree
* LUMO: 0.96 eV

Element x y z (Å)
C1 1.36709 -0.78731 0.98820
C2 0.81588 -1.10893 -1.31435
C3 -0.89079 1.47619 1.04978
N1 0.58318 -0.25293 -0.14252
C4 -0.05366 1.75770 -1.91364
C5 -0.79527 0.24807 0.16971
C6 -1.86281 -0.57172 0.13411
O1 0.87338 2.34633 -1.98811
H1 1.26558 -0.19816 1.90224
H2 1.05995 -1.81447 1.20922
H3 0.31418 -0.70892 -2.19468
H4 1.87898 -1.12209 -1.57078
H5 0.44828 -2.13321 -1.20971
H6 2.43378 -0.80757 0.74885
H7 0.06186 1.96363 1.27123
H8 -1.39767 1.32341 2.00666
H9 -1.45519 2.24433 0.51539
H10 -1.82386 -1.60578 -0.18054
H11 -2.82289 -0.24859 0.51895

Forces on atoms 1 to 6 (eV/Å):
C -0.5 0.3 -0.1
C -0.8 0.6 0.0
C 0.2 1.0 -0.5
N -0.4 0.6 -0.2
C -2.8 -1.4 -0.2
C 1.0 -2.9 2.0

=====

[7]
Computed, not measured: a structure of composition C6H11NO, with ωB97M-V with the def2-TZVPD basis set.

* E: -364.89875 a.u.
* relative energy (zero: lowest compared OMol25 entry of this formula, charge and spin): 208.78 kcal/mol
* gap between HOMO and LUMO: 9.062 eV
* HOMO: -0.29871 hartree
* LUMO: 0.93 eV

Element x y z (Å)
C1 0.31876 0.87165 -2.23938
C2 -0.26893 -0.20021 -1.30074
C3 0.64117 -0.64171 -0.28424
C4 0.73682 -0.50997 1.82906
C5 -0.04999 0.69943 1.20979
C6 -0.68540 0.07925 -0.00944
H1 0.67877 1.81124 -1.69936
H2 1.20409 0.49131 -2.87470
H3 -0.71690 1.08552 -2.85830
H4 -0.58064 -1.11768 -2.24007
H5 1.54716 0.04526 -0.10109
H6 1.92856 -0.38908 1.84266
H7 0.52570 -1.18327 2.99083
H8 -0.81942 1.30997 1.79060
H9 0.57108 1.63861 0.85191
H10 -2.41068 -0.29627 1.00587
H11 -1.37857 -1.29325 1.04348
N1 -1.78955 -0.84823 0.26590
O1 0.54798 -1.55257 0.77723

Forces on atoms 1 to 6 (eV/Å):
C -1.3 0.7 -1.0
C 2.6 -2.0 -8.5
C 2.6 -1.2 0.7
C 2.1 -3.5 2.8
C -1.2 4.9 0.1
C -2.9 1.2 2.0

=====

[8]
Computed, not measured: an isolated molecule of C6H11NO, with ωB97M-V with the def2-TZVPD basis set.

* E: -365.10686 a.u.
* relative energy (zero: lowest compared OMol25 entry of this formula, charge and spin): 78.19 kcal/mol
* gap between HOMO and LUMO: 9.330 eV
* HOMO: -0.31135 hartree
* LUMO: 0.86 eV

Element x y z (Å)
C1 -1.35403 0.28637 -0.79646
C2 -1.20923 1.78274 -0.82756
C3 1.55414 -1.59817 0.67587
C4 -0.64408 -0.47355 0.26995
C5 0.80607 -0.29650 0.58167
C6 1.39506 0.85968 0.85578
O1 -0.63233 -0.62567 -1.88835
N1 -1.43572 -1.03911 1.09956
H1 0.23270 -0.25622 -2.10533
H2 -2.38354 -0.05592 -0.90960
H3 -1.36548 -2.01646 1.37780
H4 -1.98023 2.20720 -1.47010
H5 -0.22531 2.06767 -1.20020
H6 -1.29703 2.22463 0.16047
H7 1.19149 -2.18741 1.51780
H8 2.62642 -1.42866 0.81576
H9 1.39807 -2.19177 -0.22322
H10 0.95831 1.83713 0.73823
H11 2.36470 0.90403 1.32793

Forces on atoms 1 to 6 (eV/Å):
C 1.8 -1.5 -1.4
C 0.2 0.0 -1.0
C 0.3 0.0 0.4
C -1.4 1.4 2.5
C 0.5 -1.1 -0.8
C -0.1 0.4 0.1